Density functional theory data (ωB97M-V/def2-TZVPD) for a cluster of 11 separate species, C38H94O34P6 in total in a non-equilibrium geometry.

The SMILES is COP(=O)(OC)OC.COP(=O)(OC)OC.COP(=O)(OC)OC.COP(=O)(OC)OC.COP(=O)(OC)OC.COP(=O)(OC)OC.CCOC(C)=O.CCOC(C)=O.CCOC(C)=O.CCOC(C)=O.CCOC(C)=O. For the relative energy (zero: lowest compared OMol25 entry of this formula, charge and spin), the calculation gives 372.2 kJ/mol. Its frontier orbital gap is 10.2002 eV. The highest occupied orbital energy comes out at -10.010 eV. The lowest unoccupied orbital energy is 0.19 eV.

Atoms and positions in Å:
C (1.099, -4.858, 7.482)
O (0.396, -5.831, 8.210)
P (0.225, -5.822, 9.809)
O (-0.313, -4.555, 10.413)
O (-0.588, -7.138, 10.188)
C (-0.130, -8.493, 9.994)
O (1.697, -6.123, 10.398)
C (1.928, -5.909, 11.786)
H (1.449, -4.009, 8.067)
H (0.456, -4.524, 6.668)
H (1.973, -5.366, 7.073)
H (-0.254, -9.016, 10.942)
H (0.923, -8.657, 9.764)
H (-0.725, -8.997, 9.233)
H (2.446, -6.754, 12.241)
H (1.064, -5.715, 12.422)
H (2.517, -5.006, 11.949)
C (2.556, 1.087, 3.430)
O (1.659, 1.458, 2.349)
P (1.369, 0.486, 1.082)
O (2.670, -0.031, 0.537)
O (0.367, 1.364, 0.083)
C (-0.075, 0.857, -1.159)
O (0.440, -0.721, 1.701)
C (0.404, -1.946, 0.996)
H (2.070, 1.059, 4.406)
H (3.282, 1.898, 3.487)
H (3.152, 0.234, 3.108)
H (-1.164, 0.881, -1.137)
H (0.201, -0.184, -1.327)
H (0.309, 1.488, -1.960)
H (-0.655, -2.141, 0.822)
H (0.864, -2.697, 1.637)
H (0.890, -1.969, 0.020)
C (-1.664, -5.570, -5.427)
O (-2.358, -6.301, -4.383)
P (-3.210, -5.574, -3.181)
O (-2.882, -4.145, -2.967)
O (-3.008, -6.578, -1.887)
C (-3.935, -6.573, -0.822)
O (-4.699, -5.921, -3.670)
C (-5.130, -7.245, -3.759)
H (-1.957, -5.996, -6.386)
H (-0.582, -5.689, -5.381)
H (-1.920, -4.511, -5.393)
H (-4.546, -7.476, -0.791)
H (-4.696, -5.801, -0.933)
H (-3.411, -6.372, 0.113)
H (-5.623, -7.312, -4.729)
H (-5.872, -7.542, -3.018)
H (-4.352, -8.008, -3.722)
C (7.924, -1.436, 9.870)
O (7.083, -0.338, 9.745)
P (6.148, -0.268, 8.384)
O (5.930, -1.517, 7.635)
O (4.834, 0.429, 9.113)
C (4.096, -0.181, 10.120)
O (6.810, 0.985, 7.557)
C (6.681, 2.368, 7.978)
H (8.973, -1.137, 9.871)
H (7.801, -2.209, 9.112)
H (7.713, -1.855, 10.854)
H (4.490, -1.155, 10.412)
H (3.050, -0.277, 9.828)
H (4.138, 0.454, 11.004)
H (5.655, 2.627, 8.239)
H (6.802, 3.032, 7.122)
H (7.348, 2.670, 8.785)
C (-0.103, 7.897, -0.787)
O (-1.477, 8.021, -1.094)
P (-2.359, 9.118, -0.252)
O (-2.453, 8.903, 1.219)
O (-1.717, 10.547, -0.686)
C (-1.370, 10.803, -2.040)
O (-3.789, 9.095, -1.023)
C (-4.786, 10.100, -0.750)
H (0.426, 8.358, -1.621)
H (0.117, 6.832, -0.705)
H (0.076, 8.364, 0.182)
H (-1.789, 11.724, -2.443)
H (-1.584, 9.975, -2.716)
H (-0.286, 10.865, -2.135)
H (-4.792, 10.499, 0.264)
H (-5.761, 9.617, -0.691)
H (-4.837, 10.889, -1.501)
C (-1.719, 8.610, -9.566)
O (-3.047, 8.137, -9.270)
P (-3.353, 6.575, -8.931)
O (-4.692, 6.268, -8.323)
O (-2.068, 6.054, -8.094)
C (-1.729, 6.686, -6.866)
O (-3.135, 5.913, -10.408)
C (-3.960, 6.285, -11.462)
H (-1.518, 9.107, -10.515)
H (-0.970, 7.822, -9.651)
H (-1.400, 9.375, -8.858)
H (-0.912, 7.407, -6.875)
H (-1.490, 6.017, -6.039)
H (-2.574, 7.261, -6.486)
H (-3.494, 6.954, -12.185)
H (-4.935, 6.732, -11.269)
H (-4.147, 5.425, -12.106)
C (4.328, -3.116, -4.186)
C (4.635, -3.112, -5.662)
O (5.493, -4.123, -6.051)
C (5.170, -5.422, -6.360)
C (6.341, -6.193, -6.967)
O (4.108, -5.944, -6.257)
H (5.250, -2.781, -3.711)
H (4.130, -4.127, -3.832)
H (3.511, -2.488, -3.830)
H (3.781, -3.162, -6.336)
H (5.226, -2.248, -5.965)
H (6.963, -6.598, -6.168)
H (6.894, -5.563, -7.663)
H (5.978, -7.016, -7.582)
C (-4.451, 3.216, 1.803)
C (-3.928, 2.366, 2.963)
O (-4.678, 2.553, 4.140)
C (-5.855, 1.885, 4.308)
C (-6.475, 2.167, 5.671)
O (-6.279, 1.076, 3.520)
H (-3.762, 3.231, 0.958)
H (-4.552, 4.248, 2.138)
H (-5.445, 2.930, 1.459)
H (-3.895, 1.349, 2.572)
H (-2.907, 2.670, 3.193)
H (-6.641, 3.219, 5.905)
H (-5.670, 1.799, 6.307)
H (-7.363, 1.556, 5.825)
C (2.563, -7.661, 2.169)
C (1.618, -8.756, 1.684)
O (1.334, -9.562, 2.788)
C (0.263, -9.384, 3.531)
C (0.123, -10.482, 4.575)
O (-0.675, -8.567, 3.379)
H (2.163, -7.140, 3.038)
H (2.717, -6.922, 1.383)
H (3.590, -7.872, 2.468)
H (0.717, -8.293, 1.280)
H (2.083, -9.356, 0.902)
H (-0.855, -10.344, 5.035)
H (0.934, -10.430, 5.302)
H (0.106, -11.420, 4.019)
C (5.156, 3.716, -2.036)
C (5.754, 4.055, -0.665)
O (4.813, 4.905, 0.043)
C (5.169, 5.310, 1.266)
C (4.120, 5.988, 2.083)
O (6.305, 5.137, 1.785)
H (5.048, 4.463, -2.822)
H (4.227, 3.155, -1.937)
H (5.781, 3.033, -2.612)
H (5.859, 3.139, -0.084)
H (6.757, 4.464, -0.785)
H (4.514, 6.147, 3.087)
H (3.335, 5.234, 2.143)
H (3.775, 6.974, 1.772)
C (-4.749, 0.443, -6.965)
C (-4.796, 0.795, -8.482)
O (-6.154, 0.965, -8.838)
C (-6.522, 1.455, -10.075)
C (-7.987, 1.927, -10.150)
O (-5.790, 1.446, -11.089)
H (-3.686, 0.397, -6.727)
H (-5.171, -0.533, -6.727)
H (-5.326, 1.101, -6.315)
H (-4.305, 1.741, -8.708)
H (-4.229, 0.033, -9.017)
H (-7.995, 2.884, -9.629)
H (-8.539, 1.292, -9.457)
H (-8.461, 1.995, -11.129)

Cartesian forces (eV/Å) of the 2 atoms listed first:
C 0.77 0.32 -0.65
O -0.78 -1.20 2.18

These are the Löwdin partial charges, in e, on atoms 1 to 5:
1 C -0.1050
2 O -0.2173
3 P 0.4264
4 O -0.2573
5 O -0.2055

=====

Density functional theory data (ωB97M-V/def2-TZVPD) for an isolated molecule of C5H10O2 in a non-equilibrium geometry.

The SMILES is O=CCCCCO. For the relative energy (zero: lowest compared OMol25 entry of this formula, charge and spin), the calculation gives 166.2 kJ/mol. Its frontier orbital gap is 10.6921 eV. The highest occupied orbital energy comes out at -9.886 eV. The lowest unoccupied orbital energy is 0.81 eV.

Atoms and positions in Å:
O (1.498, -3.210, -1.491)
C (1.328, -2.291, -0.738)
C (0.199, -1.311, -0.844)
C (0.573, 0.171, -0.671)
C (-0.561, 1.030, -0.190)
C (-0.578, 1.178, 1.339)
O (-1.864, 1.550, 1.811)
H (1.948, -2.203, 0.181)
H (-0.495, -1.524, -0.033)
H (-0.243, -1.441, -1.832)
H (0.993, 0.532, -1.612)
H (1.397, 0.232, 0.046)
H (-0.529, 2.033, -0.614)
H (-1.574, 0.655, -0.388)
H (0.164, 1.906, 1.647)
H (-0.301, 0.203, 1.748)
H (-1.956, 2.490, 1.640)

Cartesian forces (eV/Å) of the 2 atoms listed first:
O 0.19 0.04 -0.24
C -0.29 -0.22 0.61

These are the Löwdin partial charges, in e, on atoms 1 to 5:
1 O 0.0579
2 C -0.2799
3 C -0.1577
4 C -0.2188
5 C -0.2076

=====

Density functional theory data (ωB97M-V/def2-TZVPD) for a cluster of 4 separate species, C29H41N3O7P in total.

Its frontier orbital gap is 8.0416 eV. The highest occupied orbital energy comes out at -11.720 eV. The lowest unoccupied orbital energy is -3.68 eV. The total charge is +1.

Atoms and positions in Å:
C (2.758, -3.156, -0.315)
C (2.891, -1.718, 0.153)
N (1.625, -1.250, 0.766)
P (1.037, 0.277, 0.750)
C (0.329, 0.630, 2.370)
N (1.334, 0.353, 3.388)
C (2.279, 1.514, 0.314)
N (2.625, 2.340, 1.466)
O (-0.109, 0.434, -0.310)
C (-0.776, -0.570, -1.133)
C (-2.175, -0.888, -0.622)
C (-2.895, 0.372, -0.144)
C (-2.127, -2.066, 0.371)
C (-3.335, -2.329, 1.281)
C (-3.453, -1.357, 2.459)
C (-4.651, -2.439, 0.485)
H (3.741, -3.621, -0.392)
H (2.166, -3.749, 0.383)
H (2.276, -3.225, -1.291)
H (3.708, -1.603, 0.869)
H (3.118, -1.055, -0.682)
H (1.390, -1.768, 1.604)
H (-0.628, 0.106, 2.466)
H (0.124, 1.703, 2.340)
H (1.279, -0.605, 3.719)
H (1.189, 0.938, 4.203)
H (3.106, 1.007, -0.194)
H (1.782, 2.136, -0.435)
H (3.267, 3.066, 1.159)
H (3.106, 1.788, 2.168)
H (-0.143, -1.461, -1.129)
H (-0.788, -0.141, -2.132)
H (-2.705, -1.225, -1.519)
H (-2.488, 0.748, 0.795)
H (-3.954, 0.171, 0.008)
H (-2.806, 1.170, -0.883)
H (-1.228, -1.969, 0.996)
H (-1.967, -2.972, -0.224)
H (-3.136, -3.310, 1.722)
H (-3.994, -0.448, 2.197)
H (-3.993, -1.823, 3.285)
H (-2.470, -1.067, 2.843)
H (-4.516, -2.214, -0.574)
H (-5.074, -3.442, 0.541)
H (-5.409, -1.748, 0.855)
C (-8.813, -3.035, -2.060)
C (-9.537, -4.149, -2.113)
C (-9.817, -4.946, -0.890)
O (-10.466, -5.965, -0.937)
C (-9.266, -4.443, 0.397)
C (-8.543, -3.328, 0.448)
C (-8.253, -2.542, -0.778)
O (-7.577, -1.534, -0.731)
H (-8.593, -2.435, -2.935)
H (-9.957, -4.534, -3.034)
H (-9.494, -5.037, 1.272)
H (-8.132, -2.937, 1.370)
C (6.061, 1.316, -4.988)
C (5.878, 1.300, -3.670)
C (4.769, 0.531, -3.059)
O (4.602, 0.531, -1.853)
C (3.875, -0.232, -3.962)
C (4.055, -0.220, -5.279)
C (5.163, 0.560, -5.899)
O (5.319, 0.573, -7.097)
H (6.861, 1.870, -5.463)
H (6.514, 1.840, -2.981)
H (3.079, -0.796, -3.491)
H (3.422, -0.767, -5.966)
C (6.681, 5.024, 2.338)
C (6.981, 6.039, 3.144)
C (6.033, 7.167, 3.348)
O (6.300, 8.087, 4.084)
C (4.741, 7.119, 2.610)
C (4.444, 6.101, 1.807)
C (5.388, 4.976, 1.617)
O (5.114, 4.038, 0.889)
H (7.351, 4.190, 2.169)
H (7.915, 6.102, 3.687)
H (4.075, 7.957, 2.770)
H (3.513, 6.044, 1.257)

Cartesian forces (eV/Å) of the 2 atoms listed first:
C 0.03 -0.10 -0.07
C -0.15 0.21 -0.10

These are the Löwdin partial charges, in e, on atoms 1 to 5:
1 C -0.0774
2 C -0.2602
3 N -0.1128
4 P 0.8486
5 C -0.3059

=====

Density functional theory data (ωB97M-V/def2-TZVPD) for a structure of composition C27H41AsO5ReS8Si.

For the relative energy (zero: lowest compared OMol25 entry of this formula, charge and spin), the calculation gives 0.0 kJ/mol. Its frontier orbital gap is 6.5463 eV. The highest occupied orbital energy comes out at -11.103 eV. The lowest unoccupied orbital energy is -4.56 eV. The total charge is +1.

Atoms and positions in Å:
Re (-0.813, -0.483, 0.663)
S (-0.524, -4.890, -0.318)
C (-0.572, -3.338, 0.057)
S (-2.036, -2.330, 0.297)
S (0.761, -2.207, 0.313)
S (-1.036, 5.050, 1.531)
As (-0.592, 3.327, 0.215)
S (-0.223, 1.782, 1.896)
S (-2.158, 1.013, 1.804)
S (0.931, 4.801, 0.807)
O (-0.440, -1.002, 2.688)
S (-0.130, -2.419, 3.238)
C (1.495, -2.244, 4.026)
C (1.650, -0.987, 4.822)
C (1.423, -0.981, 6.195)
C (1.543, 0.197, 6.918)
C (1.891, 1.375, 6.271)
C (2.126, 1.372, 4.903)
C (2.007, 0.195, 4.182)
C (-1.237, -2.475, 4.656)
C (-2.640, -2.544, 4.120)
C (-3.138, -3.738, 3.608)
C (-4.405, -3.782, 3.048)
C (-5.179, -2.631, 2.994)
C (-4.688, -1.439, 3.508)
C (-3.419, -1.395, 4.068)
H (2.191, -2.301, 3.187)
H (1.609, -3.150, 4.625)
H (1.166, -1.903, 6.705)
H (1.374, 0.193, 7.986)
H (1.987, 2.293, 6.835)
H (2.405, 2.289, 4.399)
H (2.197, 0.189, 3.114)
H (-1.051, -1.587, 5.260)
H (-0.957, -3.372, 5.215)
H (-2.533, -4.638, 3.644)
H (-4.788, -4.715, 2.655)
H (-6.170, -2.666, 2.559)
H (-5.295, -0.543, 3.478)
H (-3.032, -0.465, 4.467)
C (3.007, 0.283, -0.773)
C (2.804, 1.563, -1.568)
C (3.306, 2.764, -0.786)
C (3.471, 1.483, -2.933)
O (1.373, 1.790, -1.754)
Si (0.193, 0.853, -2.326)
O (-0.628, 0.284, -0.917)
O (0.777, -0.432, -3.078)
C (0.194, -1.509, -3.865)
C (-1.229, -1.774, -3.398)
C (1.084, -2.718, -3.630)
C (0.220, -1.084, -5.323)
O (-0.982, 1.686, -3.026)
C (-1.012, 2.771, -3.995)
C (-2.231, 2.514, -4.862)
C (-1.156, 4.076, -3.227)
C (0.268, 2.771, -4.815)
H (4.068, 0.148, -0.559)
H (2.652, -0.589, -1.324)
H (2.473, 0.344, 0.180)
H (4.389, 2.709, -0.673)
H (2.862, 2.782, 0.211)
H (3.060, 3.691, -1.307)
H (4.541, 1.307, -2.818)
H (3.338, 2.417, -3.480)
H (3.049, 0.665, -3.515)
H (-1.237, -2.085, -2.352)
H (-1.673, -2.575, -3.989)
H (-1.851, -0.884, -3.512)
H (1.100, -2.975, -2.570)
H (2.103, -2.507, -3.955)
H (0.712, -3.576, -4.190)
H (-0.449, -0.239, -5.493)
H (-0.108, -1.909, -5.956)
H (1.232, -0.805, -5.620)
H (-3.131, 2.474, -4.248)
H (-2.133, 1.568, -5.396)
H (-2.346, 3.313, -5.596)
H (-2.041, 4.048, -2.590)
H (-1.263, 4.908, -3.924)
H (-0.271, 4.264, -2.614)
H (0.419, 1.810, -5.308)
H (1.130, 2.986, -4.181)
H (0.214, 3.541, -5.585)

Cartesian forces (eV/Å) of the 2 atoms listed first:
Re -0.03 -0.06 0.17
S 0.00 -0.01 0.00

These are the Löwdin partial charges, in e, on atoms 1 to 5:
1 Re 0.7943
2 S 0.6878
3 C -1.6791
4 S 0.5561
5 S 0.5315